a | Here is a cluster of 16 separate species, H32O16 in total from OMol25. Energies are from ωB97M-V/def2-TZVPD.

The value obtained for the HOMO-LUMO gap is 8.142 eV. The calculation puts the LUMO energy at -0.921 eV.

Element x y z (Å)
O 28.166 11.514 -0.514
H 28.348 10.875 0.163
H 27.760 12.241 -0.059
O 25.302 12.994 0.734
H 26.166 13.450 0.750
H 24.758 13.571 1.263
O 24.631 6.932 -1.126
H 24.091 6.401 -1.645
H 24.404 7.681 -1.651
O 23.467 8.747 -2.829
H 22.738 9.059 -2.253
H 23.269 9.213 -3.657
O 22.086 9.859 -0.506
H 22.127 9.295 0.265
H 21.225 10.265 -0.432
O 25.267 11.101 2.969
H 24.831 10.515 3.586
H 24.564 11.548 2.460
O 23.025 11.911 1.814
H 22.664 12.075 0.908
H 22.554 11.305 2.361
O 26.969 12.480 -2.690
H 26.609 11.797 -3.253
H 27.002 12.071 -1.865
O 25.058 10.542 -0.581
H 25.257 11.238 0.067
H 24.124 10.336 -0.466
O 24.655 14.096 -1.688
H 25.020 14.923 -1.324
H 24.384 13.792 -0.832
O 26.930 8.364 -0.750
H 26.489 7.661 -1.177
H 26.550 8.534 0.062
O 25.603 8.850 1.597
H 25.415 9.732 1.971
H 26.089 8.312 2.266
O 27.980 12.098 2.254
H 27.126 11.721 2.323
H 28.487 11.473 2.770
O 26.787 9.625 -3.101
H 26.715 9.399 -2.142
H 27.659 9.372 -3.315
O 24.125 11.856 -2.949
H 24.388 12.740 -2.640
H 24.775 11.302 -2.483
O 22.843 8.031 1.247
H 22.471 8.488 2.066
H 23.754 8.330 1.073

Atomic partial charges in e from the Mulliken method, atoms 1 to 2: O -0.65; H 0.31

b | Here is a cluster of 16 separate species, H32O16 in total from OMol25. Energies are from ωB97M-V/def2-TZVPD.

The value obtained for the HOMO-LUMO gap is 9.054 eV. The calculation puts the LUMO energy at -0.473 eV.

Element x y z (Å)
O 1.254 -2.077 -2.471
H 2.146 -1.900 -2.754
H 0.690 -1.424 -2.872
O -1.252 1.852 2.320
H -1.843 2.473 1.966
H -1.406 0.969 1.925
O -3.268 0.627 -0.155
H -2.612 1.350 -0.182
H -4.098 1.058 -0.247
O -1.996 -0.708 1.819
H -2.430 -0.440 1.008
H -2.804 -0.789 2.306
O -1.319 -1.911 -1.324
H -1.256 -2.454 -2.109
H -1.922 -2.442 -0.827
O -0.770 -3.201 1.320
H -0.317 -3.351 2.153
H -1.071 -2.272 1.414
O -0.361 -0.472 -3.780
H -1.060 -0.032 -3.339
H 0.364 0.135 -3.955
O -2.273 1.102 -2.613
H -2.714 0.598 -1.930
H -2.909 1.627 -3.083
O 2.579 0.607 -0.559
H 2.673 1.159 -1.342
H 3.264 -0.092 -0.695
O 2.521 1.506 1.936
H 2.054 2.346 1.946
H 2.669 1.278 1.017
O 0.671 3.498 1.325
H 0.089 2.776 1.603
H 0.776 4.013 2.139
O 1.488 -2.548 0.264
H 0.801 -2.479 0.897
H 1.093 -2.427 -0.586
O 0.131 2.378 -1.516
H -0.002 1.593 -1.056
H 1.024 2.636 -1.432
O -0.041 0.280 -0.031
H -0.354 -0.457 -0.536
H 0.923 0.235 -0.107
O 0.727 -0.422 2.635
H 1.371 0.282 2.465
H 0.037 -0.298 2.022
O 3.288 -1.272 1.610
H 2.778 -1.174 2.383
H 2.668 -1.739 1.026

Atomic partial charges in e from the Mulliken method, atoms 1 to 2: O -0.63; H 0.25

Computed relative energies in units of kJ/mol: a 99.3; b 0.0

a | Here is a cluster of 2 separate species, CHClF3N in total from OMol25. Energies are from ωB97M-V/def2-TZVPD.

The value obtained for the HOMO-LUMO gap (spin up / spin down) is 8.309 / 10.291 eV. The calculation puts the LUMO energy (spin up / spin down) at -0.603 / -0.175 eV.

Element x y z (Å)
C -0.799 0.548 -0.240
N 1.067 -0.618 0.705
F -0.557 1.183 -1.321
F -1.152 1.463 0.688
F 1.237 -1.486 -0.341
Cl -1.709 -0.917 -0.439
H 1.912 -0.173 0.947

Atomic partial charges in e from the Mulliken method, atoms 1 to 2: C 0.53; N -0.22

b | Here is a cluster of 2 separate species, CHClF3N in total from OMol25. Energies are from ωB97M-V/def2-TZVPD.

The value obtained for the HOMO-LUMO gap (spin up / spin down) is 8.641 / 9.966 eV. The calculation puts the LUMO energy (spin up / spin down) at -0.577 / -0.874 eV.

Element x y z (Å)
C 0.195 -0.556 -0.337
N 0.499 0.808 -0.193
F 0.079 -1.051 -1.574
F -0.660 1.527 -0.203
F 1.093 1.023 0.962
Cl 0.979 -1.716 0.631
H -2.185 -0.036 0.713

Atomic partial charges in e from the Mulliken method, atoms 1 to 2: C 0.28; N 0.21

Computed relative energies in units of kJ/mol: a 0.0; b 310.1

a | Here is a structure of composition C5H12N5 from OMol25. Energies are from ωB97M-V/def2-TZVPD.

The value obtained for the HOMO-LUMO gap is 9.904 eV. As for the net charge: +1. The calculation puts the LUMO energy at -5.521 eV.

Element x y z (Å)
C -0.765 0.594 1.452
C -0.682 -0.390 -0.890
C -0.640 2.112 -0.577
C 2.221 -2.060 0.022
C -0.232 0.758 0.016
N 3.290 1.303 -0.006
N 2.039 1.622 0.024
N 3.423 0.021 -0.007
N 1.199 0.749 0.050
N 2.423 -0.674 0.017
H -1.001 1.561 1.892
H -1.669 -0.006 1.445
H -0.044 0.094 2.097
H -0.186 -0.330 -1.857
H -0.492 -1.356 -0.428
H -1.751 -0.308 -1.065
H -0.215 2.928 0.002
H -0.300 2.204 -1.607
H -1.724 2.188 -0.554
H 1.592 -2.342 -0.824
H 3.185 -2.571 -0.055
H 1.722 -2.363 0.947

Atomic partial charges in e from the Mulliken method, atoms 1 to 2: C -1.45; C -1.79

b | Here is a cluster of 2 separate species, C5H12N5 in total from OMol25. Energies are from ωB97M-V/def2-TZVPD.

The value obtained for the HOMO-LUMO gap is 8.767 eV. As for the net charge: +1. The calculation puts the LUMO energy at -4.247 eV.

Element x y z (Å)
C -1.586 0.014 -0.623
C 0.631 -1.733 -0.752
C -1.543 -0.734 -1.965
C -0.190 -1.588 -2.075
C 0.629 -0.231 -0.027
N -0.622 0.325 0.153
N 0.853 -2.863 -0.281
N 1.740 1.531 0.890
N 1.706 0.260 0.472
N -0.368 2.258 2.350
H -2.596 0.417 -0.315
H -2.453 -1.341 -2.165
H -1.543 0.090 -2.708
H 0.373 -0.970 -2.655
H -0.368 -2.573 -2.440
H 1.166 -3.064 0.630
H 2.530 1.724 1.527
H 0.831 1.887 1.338
H 2.541 -0.414 0.554
H -1.275 1.733 2.454
H -0.550 3.211 2.424
H 0.095 2.060 3.215

Atomic partial charges in e from the Mulliken method, atoms 1 to 2: C -0.06; C 0.23

Computed relative energies in units of kJ/mol: a 207.0; b 0.0